DFT (ωB97M-V/def2-TZVPD) results for one molecule with the formula CH6N4.

Positions of all 11 atoms, in Å:
N  1.678  -0.602  0.031
H  -0.418  1.777  0.030
C  0.511  0.163  0.008
H  -0.567  -1.672  0.021
N  -1.924  -0.208  0.005
N  -0.607  -0.652  -0.030
H  -2.059  0.440  -0.753
H  2.541  -0.109  0.066
H  -2.014  0.306  0.878
H  1.719  -1.606  -0.168
N  0.529  1.445  -0.022

Forces on atoms 1 to 3 (eV/Å):
-0.52 -0.29 0.05
-0.37 0.37 -0.03
0.41 -1.03 -0.40

Its energy relative to the best compared isomer or geometry (same formula, charge and spin) is 1.8 kcal per mole. The HOMO-LUMO gap is 9.903 eV. The SMILES is [H]/N=C(/N)NN. The calculation puts the LUMO energy at 0.94 eV. The value obtained for the HOMO energy is -8.96 eV. The molar mass comes out at 74.1 g/mol. Its charge is 0.

Mulliken atomic charge list, values in e, 6 entries:
1. N -0.416
2. H 0.242
3. C 0.567
4. H 0.228
5. N -0.818
6. N 0.008

=====

DFT (ωB97M-V/def2-TZVPD) results for a 9-piece molecular cluster, C37H70NO27P overall.

Positions of all 136 atoms, in Å:
O  9.106  4.404  -0.116
C  3.858  -0.444  6.834
O  -3.217  8.063  2.253
H  3.207  -1.135  6.300
C  -1.473  10.065  1.600
H  -7.446  -5.704  3.245
C  5.911  -9.800  8.547
O  -7.243  -5.746  5.362
C  -2.715  2.525  -3.319
H  7.032  -4.672  -4.102
H  7.255  3.696  -0.822
O  -5.952  12.270  -10.078
H  -6.739  -7.156  -4.462
H  -3.155  3.269  -2.655
C  3.060  -9.218  4.952
O  5.343  -3.229  -7.415
C  0.274  1.369  9.244
H  2.782  -9.614  3.975
H  0.440  1.577  10.302
C  -5.971  11.369  -11.082
O  1.528  1.346  8.616
H  -2.397  5.355  1.951
H  -1.381  -1.803  1.512
O  1.012  -0.307  7.325
C  -3.529  -6.643  -3.980
O  -6.258  11.660  -12.238
C  5.960  -4.536  -4.246
H  2.794  -1.905  -8.528
C  -5.601  8.889  -11.560
H  -6.309  -4.753  3.758
H  -1.366  9.101  -0.424
O  10.001  6.499  -0.650
O  -1.219  8.995  2.454
O  4.344  -3.052  -5.328
H  -0.824  2.799  -2.453
H  5.598  -2.428  -3.876
H  -9.583  -7.875  7.954
H  6.406  -9.217  9.324
H  -5.302  9.260  -12.540
H  7.155  6.595  0.065
H  -7.109  13.967  -11.012
C  4.359  -3.176  -6.692
C  -4.613  -4.566  -4.416
H  -3.137  5.755  3.574
O  -1.772  1.090  -1.532
H  -9.784  -7.522  6.250
H  -6.515  7.320  -12.513
H  -9.261  -6.262  7.372
O  -1.420  6.881  3.162
H  -3.496  1.841  -3.653
C  -1.457  1.936  -2.657
H  12.588  5.932  -0.947
H  -4.760  8.307  -11.183
H  -1.001  10.685  -0.286
C  -5.893  -4.739  7.991
H  -6.429  14.221  -9.347
O  -7.906  -7.835  6.715
C  1.839  0.478  7.686
H  3.135  -3.555  -9.000
O  0.255  0.105  -1.198
C  -4.743  -7.387  -4.056
H  6.657  -10.594  8.493
C  -0.951  0.250  -0.976
O  -6.688  -5.953  7.862
N  -2.303  -7.337  -3.639
H  5.099  -10.321  9.055
H  -2.563  -4.755  -3.938
H  -7.732  8.564  -12.050
H  13.368  4.803  0.203
H  -6.696  -4.672  -4.748
C  2.591  -2.946  -8.277
H  5.759  0.465  6.155
H  7.035  5.212  1.051
H  -0.966  1.241  -3.338
H  3.082  -10.061  5.643
H  -0.206  0.397  9.128
C  -3.523  -5.235  -4.060
H  -2.488  10.422  1.429
O  3.028  0.641  7.316
C  10.111  5.369  -0.230
H  2.414  -8.385  5.225
H  -5.102  -4.932  8.717
C  -2.056  7.985  2.572
O  11.296  4.885  0.228
H  -1.105  -2.563  0.024
H  5.168  -0.948  5.285
H  -5.473  14.189  -10.775
H  -0.946  10.909  2.046
H  4.552  -8.339  3.758
H  -2.484  2.856  -4.331
C  -2.224  5.629  2.992
H  -6.010  -6.575  3.786
C  12.560  5.521  0.062
C  -0.993  -1.596  0.514
O  -5.357  -7.425  6.115
H  5.721  -5.274  -5.012
O  -5.831  10.084  -10.628
H  4.322  -0.843  7.736
C  6.957  5.525  0.010
C  5.482  -7.994  7.004
H  1.572  -3.328  -8.219
H  -4.754  -3.508  -4.584
O  3.129  -3.066  -7.019
O  -1.613  -0.496  -0.104
H  -4.886  -8.361  -3.612
O  4.961  -7.789  5.703
H  8.097  4.980  -1.800
C  -6.677  -5.745  4.017
C  -6.326  13.704  -10.301
C  4.501  -8.805  4.741
H  -6.532  -4.013  8.494
P  -6.687  -6.823  6.457
H  -5.410  -4.455  7.056
H  5.124  -9.699  4.690
H  12.802  6.374  0.697
C  -0.802  9.753  0.243
C  -6.851  8.005  -11.735
H  5.925  5.455  -0.334
C  5.622  -3.097  -4.736
C  7.878  4.590  -0.805
H  0.075  -1.408  0.618
H  -1.611  4.897  3.516
H  -7.004  7.370  -10.862
C  -9.160  -7.317  7.119
O  5.660  -7.143  7.849
O  5.708  -9.305  7.219
H  6.367  -2.781  -5.465
O  -1.959  -7.318  -2.422
H  5.317  -4.851  -3.424
C  4.862  -0.025  5.777
O  -1.653  -7.808  -4.579
H  0.269  9.582  0.352
C  -5.798  -5.208  -4.479
C  -5.842  -6.584  -4.275
H  4.339  0.612  5.062
H  -0.413  2.073  8.774

Forces on atoms 1 to 3 (eV/Å):
2.59 0.35 0.27
-0.59 -0.18 -0.44
0.37 -0.83 0.02

Its energy relative to the best compared isomer or geometry (same formula, charge and spin) is 159.8 kcal per mole. The HOMO-LUMO gap is 9.755 eV. The SMILES is O=[N+]([O-])c1ccccc1.COP(=O)(OC)OC.CCOC(=O)OC.CCOC(=O)OC.CCOC(=O)OC.CCOC(=O)OC.CCOC(=O)OC.CCOC(=O)OC.CCOC(=O)OC. The calculation puts the LUMO energy at -0.21 eV. The value obtained for the HOMO energy is -9.97 eV. The molar mass comes out at 991.9 g/mol. Its charge is 0.

Mulliken atomic charge list, values in e, 6 entries:
1. O -0.306
2. C -0.210
3. O -0.549
4. H 0.281
5. C -0.316
6. H 0.276

=====

DFT (ωB97M-V/def2-TZVPD) results for one molecule with the formula C2ClNO2S.

Positions of all 7 atoms, in Å:
Cl  -2.492  -0.493  -0.030
C  -1.033  0.167  0.022
N  -0.753  1.390  -0.047
O  -0.047  -0.711  0.110
O  0.676  1.338  0.044
S  2.636  -0.486  -0.042
C  1.104  0.068  0.025

Forces on atoms 1 to 3 (eV/Å):
-3.11 -0.95 -0.07
0.50 -0.13 -0.01
1.07 0.68 0.23

Its energy relative to the best compared isomer or geometry (same formula, charge and spin) is 0.0 kcal per mole. The HOMO-LUMO gap is 9.967 eV. The SMILES is S=c1onc(Cl)o1. The calculation puts the LUMO energy at 0.29 eV. The value obtained for the HOMO energy is -9.68 eV. The molar mass comes out at 137.5 g/mol. Its charge is 0.

Mulliken atomic charge list, values in e, 6 entries:
1. Cl -0.129
2. C 0.596
3. N -0.260
4. O -0.221
5. O -0.103
6. S -0.286

=====

Q: Look up the charge of the first one.
A: 0